No. 1
# C33H37AsBN6OSr

A structure of composition C33H37AsBN6OSr (ωB97M-V with the def2-TZVPD basis set, OMol25).

The geometry in XYZ format:
```
80
Properties=species:S:1:pos:R:3:forces:R:3:lowdin_charge:R:1
Sr 0.100447 0.421056 0.389229 -0.099 -0.660 0.122 1.449
C 0.781556 -5.199593 -1.539526 0.000 0.000 0.000 -0.012
C 1.124064 -4.004476 -0.714600 0.037 -0.004 -0.026 -0.256
C 2.222589 -3.807109 0.102501 -0.009 -0.006 0.024 0.044
C 2.024122 -2.547382 0.675120 -0.027 0.026 -0.028 -0.258
N 0.900204 -2.002827 0.212868 0.108 0.073 -0.035 -0.008
N 0.346679 -2.904962 -0.635089 -0.061 -0.025 0.023 0.024
B -1.036613 -2.657363 -1.276045 0.042 0.014 -0.022 -0.480
N -2.062927 -2.264788 -0.184513 -0.028 -0.012 -0.009 0.030
N -1.824958 -1.229023 0.646354 -0.048 0.050 -0.017 -0.022
C -2.924542 -1.041088 1.365378 -0.009 0.065 0.009 -0.259
C -3.907189 -1.968507 1.001628 0.013 -0.021 -0.023 0.044
C -3.315085 -2.733842 0.010797 -0.030 0.018 0.012 -0.252
C -3.887347 -3.881604 -0.750541 0.003 -0.002 -0.001 -0.013
C -2.922160 0.092347 2.305580 0.006 0.000 0.011 -0.172
C -4.032921 0.920429 2.448324 0.007 -0.010 -0.009 -0.017
C -3.974124 2.042383 3.261450 -0.005 0.005 0.008 -0.064
C -2.804875 2.361495 3.940124 0.002 -0.004 0.001 -0.079
C -1.696617 1.534306 3.821637 -0.017 0.005 -0.009 -0.087
C -1.758235 0.403011 3.016443 0.055 0.050 0.036 -0.088
N -0.953613 -1.507900 -2.330073 -0.081 0.025 0.002 0.032
N -0.782222 -0.223986 -1.945124 0.122 -0.016 0.109 -0.012
C -0.811276 0.520864 -3.047295 0.020 -0.005 -0.025 -0.263
C -0.989660 -0.287187 -4.173649 -0.004 0.015 0.017 0.043
C -1.087817 -1.574633 -3.670284 0.017 0.014 -0.004 -0.253
C -1.314314 -2.847566 -4.414073 0.003 -0.005 0.003 -0.008
C -0.698428 1.981768 -2.910480 -0.009 -0.014 0.025 -0.177
C -1.319287 2.623515 -1.834216 0.021 0.043 0.023 -0.071
C -1.216876 4.000901 -1.676480 -0.023 -0.025 0.002 -0.103
C -0.495234 4.754640 -2.591678 0.002 -0.003 -0.017 -0.084
C 0.111546 4.124310 -3.672112 -0.009 0.016 0.010 -0.071
C 0.012104 2.749986 -3.830424 0.000 -0.020 -0.010 -0.024
C 2.799210 -1.843241 1.712514 0.037 -0.003 -0.002 -0.186
C 2.148502 -1.402002 2.863035 -0.026 -0.010 -0.023 -0.058
C 2.846354 -0.734693 3.857333 0.017 0.011 0.000 -0.081
C 4.206729 -0.506886 3.711945 -0.001 0.005 -0.001 -0.088
C 4.865259 -0.955846 2.574245 -0.003 -0.002 0.003 -0.077
C 4.166768 -1.623657 1.579888 0.008 0.011 -0.001 -0.027
H 1.604927 -5.909695 -1.504907 -0.004 -0.006 0.000 0.085
H 0.602211 -4.933400 -2.580738 0.010 0.002 -0.001 0.072
H -0.114636 -5.696239 -1.166448 0.000 0.005 0.001 0.088
H 3.025181 -4.498644 0.293932 -0.005 -0.008 -0.003 0.118
H -1.399593 -3.649832 -1.828499 0.000 -0.003 0.003 0.112
H -4.894373 -2.094128 1.412396 0.001 0.002 0.003 0.116
H -4.892092 -4.092050 -0.390601 0.001 -0.002 -0.001 0.085
H -3.282814 -4.780269 -0.629612 0.002 0.001 0.001 0.086
H -3.945764 -3.661252 -1.816917 0.000 0.002 0.002 0.082
H -4.939797 0.688677 1.904108 0.001 0.001 0.000 0.121
H -4.846502 2.674653 3.362441 0.003 0.003 0.004 0.111
H -2.766049 3.234667 4.577639 -0.009 0.003 -0.003 0.107
H -0.796653 1.745473 4.386464 0.006 -0.008 -0.004 0.109
H -0.920251 -0.289334 3.006260 -0.034 -0.032 -0.033 0.092
H -1.081855 0.013298 -5.203402 -0.002 0.003 0.000 0.117
H -1.380221 -2.637757 -5.479438 -0.003 -0.005 -0.001 0.086
H -2.238184 -3.333844 -4.101174 0.001 0.004 0.003 0.083
H -0.499314 -3.553430 -4.254963 0.004 0.005 -0.001 0.077
H -1.961428 2.049721 -1.171024 -0.002 -0.019 -0.022 0.109
H -1.740765 4.486871 -0.861954 0.004 0.018 -0.009 0.110
H -0.428448 5.829131 -2.483584 -0.006 0.000 0.009 0.110
H 0.661107 4.710729 -4.396845 0.003 -0.010 -0.007 0.112
H 0.489875 2.260236 -4.669682 0.006 0.011 -0.002 0.123
H 1.095806 -1.635136 2.987026 0.003 0.011 0.018 0.106
H 2.336372 -0.411036 4.755907 -0.010 -0.005 -0.005 0.106
H 4.757641 -0.000280 4.493973 0.007 -0.001 -0.003 0.104
H 5.930226 -0.794882 2.465431 0.001 0.004 0.006 0.105
H 4.681194 -1.973804 0.693347 -0.009 -0.004 -0.004 0.118
C 0.853857 3.954383 1.434745 0.206 0.254 0.198 -0.175
As 2.432925 3.009467 0.865273 -0.515 -0.545 -0.091 1.014
C 4.033941 3.752958 1.609653 0.076 -0.078 0.094 -0.175
C 2.495228 2.897172 -1.052179 0.282 0.145 -0.109 -0.173
O 2.102504 1.429161 1.323834 0.076 0.457 -0.069 -0.683
H 1.055326 4.940384 1.848652 0.007 0.012 -0.030 0.048
H 0.460210 3.302617 2.214491 -0.110 0.132 0.091 0.027
H 0.137302 4.045522 0.622993 0.026 -0.026 -0.114 0.011
H 4.673255 4.128573 0.814227 -0.009 0.008 -0.009 0.044
H 4.542419 2.953684 2.146977 -0.008 -0.010 -0.016 0.046
H 3.787622 4.558105 2.297993 -0.017 -0.003 -0.003 0.044
H 3.306489 3.467051 -1.500810 -0.012 0.031 0.025 0.051
H 1.554680 3.197582 -1.509747 -0.088 0.048 0.080 0.008
H 2.668628 1.834048 -1.215428 0.083 0.003 -0.178 0.045
```
Forces are in eV/Å.

The total charge is +1. The value obtained for the HOMO energy is -10.75 eV. The HOMO-LUMO gap is 8.729 eV. As for the molar mass: 707.05 g/mol.


No. 2
# C4H8ClFNO3S

The ion C4H8ClFNO3S with charge -1 (ωB97M-V with the def2-TZVPD basis set, OMol25).

The geometry in XYZ format:
```
19
Properties=species:S:1:pos:R:3:forces:R:3:lowdin_charge:R:1
C 1.466472 1.034761 -0.125533 -2.052 -1.350 -0.113 -0.024
C 0.109663 0.350725 0.418518 1.544 0.639 -0.668 -0.590
C 0.154985 -1.137250 0.222016 -1.787 -2.325 1.307 -0.039
F 0.083874 0.580142 1.792112 0.765 0.453 0.680 -0.032
C -1.208738 0.905818 -0.086708 -1.984 -2.731 1.079 -0.708
Cl -1.303375 2.634759 -0.263936 0.069 0.542 -0.101 0.662
N -2.283697 0.433413 0.972971 -1.236 1.838 -3.674 -0.095
S -3.653410 -0.336874 0.017787 -0.469 1.819 -0.692 0.373
O -4.288411 0.666757 -0.864402 1.379 -0.647 1.289 -0.382
O -4.522737 -0.889495 1.006712 -0.643 0.099 1.538 -0.359
O -2.966374 -1.378929 -0.694069 1.164 -0.985 -1.265 -0.390
H 2.294094 0.573787 0.389710 0.199 -0.065 0.479 0.063
H 1.646868 0.819070 -1.206250 -0.527 0.522 0.702 0.093
H 1.347023 2.067945 0.136466 0.429 0.628 -0.294 0.035
H -0.782436 -1.599333 -0.217388 1.190 0.904 -0.585 0.083
H 1.093904 -1.462048 -0.216552 -0.172 -0.260 -0.147 0.070
H -0.009409 -1.667586 1.221297 0.964 0.914 -0.828 0.112
H -1.465807 0.359718 -1.032439 0.276 1.047 0.523 0.105
H -1.986406 -0.378711 1.443307 0.893 -1.041 0.770 0.024
```
Forces are in eV/Å.

The total charge is -1. The SMILES is CC(C)(F)[C@H](Cl)NS(=O)(=O)[O-]. The value obtained for the HOMO energy is -5.34 eV. The HOMO-LUMO gap is 8.594 eV. As for the molar mass: 204.63 g/mol.


No. 3
# C2H8N2O

A cluster of 2 separate species, C2H8N2O in total (ωB97M-V with the def2-TZVPD basis set, OMol25).

The geometry in XYZ format:
```
13
Properties=species:S:1:pos:R:3:forces:R:3:lowdin_charge:R:1
C -0.557218 -0.773191 0.798777 -0.352 1.769 -1.198 -0.274
C -0.437691 -0.786487 -0.677595 2.584 -0.614 -1.448 0.062
N 1.566674 0.954166 -0.433266 -0.153 -0.555 -0.078 -0.100
N -1.302370 0.487501 0.747073 -0.674 -0.002 1.617 -0.013
O 1.546174 -0.360890 -0.949171 -0.352 -0.660 0.286 -0.335
H 1.832802 1.577961 -1.196952 0.012 -0.183 0.193 0.072
H 2.301388 0.990904 0.276025 -0.180 -0.044 -0.256 0.072
H -2.307510 0.472650 0.884652 0.741 0.594 0.080 0.081
H -0.687254 1.280649 0.571489 -0.928 -0.118 0.003 0.071
H -1.174090 -1.569967 1.214558 0.184 -0.030 -0.178 0.113
H 0.394453 -0.683812 1.316578 -0.052 -0.019 0.076 0.103
H -0.225060 0.017880 -1.378682 -1.195 0.283 1.143 0.065
H -0.950298 -1.607364 -1.173486 0.363 -0.422 -0.239 0.082
```
Forces are in eV/Å.

The value obtained for the HOMO energy (spin up / spin down) is -7.59 / -7.58 eV. The HOMO-LUMO gap (spin up / spin down) is 8.274 / 8.262 eV. As for the molar mass: 76.10 g/mol.


Q: The lowest molar mass belongs to which entry?
A: C2H8N2O